No. 1
# C3H8N2O3S

An isolated molecule of C3H8N2O3S (ωB97M-V with the def2-TZVPD basis set, the OMol25 dataset).

Computed properties:
Kohn-Sham gap (spin up / spin down), eV: 5.79 / 8.25
E_LUMO (spin up / spin down), hartree: 0.020 / -0.079
⟨S²⟩: 2.006
2S+1: 3
Total energy, eV: -23192.301
HOMO level (spin up / spin down), eV: -5.2508 / -10.3980

Last column: Mulliken spin population.
Atoms and positions in Å:
S1 -0.46262 -1.30360 -1.03960  -0.027
O1 0.57664 -1.79233 -0.23320  0.020
O2 -0.20260 -0.96211 -2.38448  0.001
O3 -1.51875 -2.57408 -1.09789  0.003
N1 -1.37645 -0.09410 -0.30489  0.010
N2 2.37137 1.58699 -0.25261  1.047
C1 1.64602 0.87958 0.48876  0.793
C2 0.25302 1.34489 1.00223  0.066
C3 -0.78087 0.27980 0.96866  0.050
H1 -0.55826 -0.66481 1.36859  -0.009
H2 3.31382 1.33632 -0.52821  0.035
H3 0.06730 2.21678 0.51780  0.002
H4 0.43759 1.52991 2.00619  0.029
H5 1.74998 -0.14185 0.73930  0.001
H6 -1.66336 0.50240 -0.95813  0.000
H7 -2.19362 -2.67199 -1.79303  0.001
H8 -1.65921 0.52820 1.50050  -0.023


No. 2
# C19H25N3O3

An isolated molecule of C19H25N3O3 (ωB97M-V with the def2-TZVPD basis set, the OMol25 dataset).

Computed properties:
SMILES: CCN1CCC[C@@H]1CNC(=O)COc1cc(=O)n(C)c2ccccc12
Kohn-Sham gap, eV: 8.77
E_LUMO, hartree: 0.011
Total energy, eV: -30722.623
HOMO level, eV: -8.4646

Last column: natural (NBO) charge in e.
Atoms and positions in Å:
O1 0.16647 0.74173 3.22415  -0.622
O2 -2.28294 4.16827 -0.18968  -0.622
O3 1.88156 1.93408 0.31895  -0.498
N1 -0.91446 -3.62888 1.37559  -0.453
N2 -0.88990 3.98541 -1.97280  -0.398
N3 0.33802 -0.13230 1.14049  -0.615
C1 -2.39880 -5.09903 0.08910  -0.613
C2 0.58157 3.78105 -3.88419  -0.257
C3 1.76461 3.33614 -4.42960  -0.174
C4 -1.22281 3.76525 -0.63599  0.635
C5 1.22443 2.84773 -1.75426  -0.090
C6 -1.85596 4.71250 -2.76944  -0.430
C7 0.90328 -2.76001 2.67864  -0.419
C8 1.72202 1.76375 1.70993  -0.165
C9 -0.25084 3.04599 0.15118  -0.404
C10 0.10760 -2.58522 1.37710  -0.041
C11 -0.02783 -3.60394 3.54457  -0.408
C12 0.92093 2.60940 -0.36428  0.366
C13 0.28134 3.54886 -2.53403  0.197
C14 0.64967 0.74034 2.11312  0.648
C15 2.41990 2.40688 -2.33012  -0.180
C16 -0.59626 -1.21678 1.31763  -0.227
C17 -1.09932 -4.30282 0.11092  -0.200
C18 -0.69159 -4.50585 2.51289  -0.216
C19 2.69239 2.64600 -3.65587  -0.243
H1 2.68911 1.39652 2.06839  0.222
H2 -1.31672 -1.21613 0.49507  0.200
H3 -1.64190 -4.91226 2.86311  0.202
H4 -0.53831 2.87949 1.17671  0.245
H5 -0.02517 -5.34702 2.25150  0.158
H6 1.50656 2.71391 2.21071  0.214
H7 -2.68886 4.95297 -2.10875  0.264
H8 3.61716 2.30421 -4.09398  0.217
H9 0.77073 -2.67096 0.50103  0.174
H10 -1.14201 -3.53734 -0.66888  0.190
H11 -2.34872 -5.94440 0.76956  0.203
H12 0.49896 -4.16421 4.31412  0.215
H13 -0.11373 4.31342 -4.51116  0.221
H14 -2.21808 4.09934 -3.59576  0.200
H15 -1.42334 5.63666 -3.15461  0.201
H16 -1.12717 -1.03954 2.25360  0.233
H17 1.83108 -3.30101 2.48503  0.203
H18 -2.58655 -5.47466 -0.91368  0.210
H19 -0.77546 -2.96843 4.01722  0.209
H20 1.14633 -1.80464 3.13818  0.227
H21 1.97238 3.52856 -5.47161  0.217
H22 -3.22486 -4.45980 0.38778  0.213
H23 -0.25138 -4.97734 -0.11975  0.157
H24 0.84348 -0.08445 0.26838  0.402
H25 3.12341 1.87852 -1.70621  0.228


No. 3
# C5H9N3O2S

A structure of composition C5H9N3O2S (ωB97M-V with the def2-TZVPD basis set, the OMol25 dataset).

Computed properties:
Kohn-Sham gap, eV: 8.60
E_LUMO, hartree: 0.001
Total energy, eV: -24727.377
HOMO level, eV: -8.5630

Last column: natural (NBO) charge in e.
Atoms and positions in Å:
S1 -1.87203 -0.40255 0.29187  2.243
O1 -3.20316 0.17361 0.49444  -0.917
O2 -1.45441 -1.66585 0.83151  -0.944
N1 -0.99697 1.96378 -0.39720  -0.683
N2 -0.71197 0.66862 0.86453  -0.500
N3 0.96552 -0.88827 -0.08949  -0.508
C1 0.60955 0.24437 0.55951  0.212
C2 1.75814 0.79587 1.04939  -0.295
C3 2.23677 -1.18330 0.14681  -0.046
C4 2.80841 -0.16216 0.81968  -0.305
C5 -1.70406 -0.56780 -1.53785  -0.855
H1 -0.19265 2.60596 -0.02037  0.373
H2 0.29948 -1.41254 -0.58610  0.419
H3 -0.82020 -0.04614 -1.85855  0.250
H4 3.85319 -0.26174 1.21439  0.234
H5 -2.55845 -0.03990 -1.70077  0.252
H6 -1.56073 -1.55364 -1.87903  0.241
H7 2.65318 -2.18205 -0.17605  0.220
H8 1.79405 1.57470 1.89082  0.234
H9 -1.90366 2.33905 0.08244  0.375


No. 4
# C32H34AsInN2O3PS2

A structure of composition C32H34AsInN2O3PS2 (ωB97M-V with the def2-TZVPD basis set, the OMol25 dataset).

Computed properties:
Net charge: +3
Kohn-Sham gap, eV: 4.88
E_LUMO, hartree: -0.370
Total energy, eV: -139807.172
HOMO level, eV: -14.9417

Last column: Mulliken charge in e.
Atoms and positions in Å:
In1 0.58623 0.70967 0.82573  0.969
As1 -2.18876 1.00591 1.38570  0.599
S1 1.12647 -4.05301 4.29953  -0.142
S2 0.98603 1.60152 -6.32405  -0.165
P1 2.73531 2.46844 0.67929  0.736
O1 4.23017 2.91012 0.47788  -0.375
O2 2.23393 3.47877 1.78046  -0.346
O3 2.78330 1.00836 1.50715  -0.208
N1 0.83475 -1.50769 0.70443  -0.131
N2 0.75969 0.33956 -1.31259  0.165
C1 0.88029 0.92796 -3.63944  0.878
C2 1.42108 -2.77383 -3.21772  -1.175
C3 0.93611 -2.35728 1.71428  -0.683
C4 1.39863 -5.60665 4.94106  -0.379
C5 1.41999 -4.15517 0.22647  -0.332
C6 1.32323 -3.26905 -0.84633  0.193
C7 0.64664 4.05495 -5.66842  -0.585
C8 2.89085 4.66081 2.34274  -0.654
C9 -5.38390 1.65898 -0.14042  -0.286
C10 0.64678 3.32926 -4.46227  -0.454
C11 1.23706 -3.72477 1.53911  0.737
C12 1.10548 -0.41479 -3.94383  -0.503
C13 1.34129 -4.61565 2.68185  0.340
C14 1.64612 -6.52882 3.96694  -0.598
C15 1.50466 -3.67166 -2.22087  -1.111
C16 -3.03843 0.80925 -0.38143  -0.875
C17 -2.73639 -0.50126 2.45400  -1.247
C18 -6.74608 1.44585 0.01190  -0.712
C19 3.58296 0.80000 2.72273  -0.778
C20 0.97434 -0.96686 -1.61836  -0.255
C21 1.61392 -5.96145 2.67374  -0.415
C22 1.16197 -1.38086 -2.94336  0.307
C23 -4.50270 0.58005 -0.15468  0.279
C24 0.71662 1.24181 -2.27453  -0.736
C25 -4.99794 -0.71145 0.01484  -0.277
C26 0.82190 3.23603 -6.75893  -0.342
C27 -6.35891 -0.92246 0.17352  -0.757
C28 -7.23161 0.15661 0.17303  -0.479
C29 0.82307 1.97013 -4.64757  0.380
C30 5.10864 2.27636 -0.49894  -0.648
C31 1.03902 -1.92643 -0.56534  0.332
C32 -3.00191 2.51902 2.25133  -1.127
H1 0.52605 3.80070 -3.49553  0.369
H2 -6.74180 -1.92751 0.29012  0.429
H3 2.91886 4.53362 3.42006  0.280
H4 -7.42968 2.28413 -0.00381  0.428
H5 -2.83560 3.42805 1.67879  0.394
H6 -4.06574 2.30144 2.33621  0.414
H7 2.28635 5.52299 2.08323  0.280
H8 0.52631 5.12598 -5.74232  0.414
H9 -2.42393 -1.43600 1.99259  0.391
H10 1.65006 -5.19312 0.02111  0.457
H11 5.14749 1.20143 -0.33181  0.288
H12 1.78674 -6.53903 1.77558  0.387
H13 4.50785 1.36563 2.64831  0.305
H14 -2.83248 1.73663 -0.91490  0.594
H15 -2.54068 -0.02232 -0.87987  0.534
H16 1.71324 -4.71298 -2.43069  0.508
H17 1.84237 -7.57068 4.17128  0.430
H18 0.86060 3.52679 -7.79899  0.473
H19 1.56175 -3.07641 -4.24762  0.508
H20 -5.00737 2.66803 -0.27260  0.425
H21 6.08966 2.70965 -0.34545  0.268
H22 0.76201 -1.96196 2.70819  0.475
H23 1.25494 -0.72328 -4.97293  0.518
H24 1.36449 -5.76507 6.00818  0.451
H25 3.80190 -0.26088 2.78601  0.306
H26 -8.29325 -0.00809 0.29925  0.427
H27 3.89539 4.76484 1.94747  0.307
H28 -2.27879 -0.41300 3.43839  0.472
H29 -4.31944 -1.55852 -0.00324  0.407
H30 -2.56580 2.63654 3.24124  0.438
H31 4.76367 2.49586 -1.50712  0.311
H32 3.01571 1.12895 3.58951  0.323
H33 0.54953 2.26713 -1.96761  0.391
H34 -3.82034 -0.46979 2.55035  0.454


What max |F| values result from the calculations? In sequence: 6.293; 0.672; 4.286; 0.826 eV Å⁻¹.